Record 1
8
Properties=species:S:1:pos:R:3 method="wB97M-V/def2-TZVPD" gap_ev="8.99 / 5.86" homo_ev="-10.14 / -9.35"
C -0.15 -0.06 0.14
O 2.86 -0.01 1.75
S 3.88 1.61 -0.45
S 2.73 0.15 0.32
Cl 3.37 -1.74 -0.49
H -0.75 0.23 0.97
H -0.21 0.54 -0.78
H 0.53 -0.96 0.00

***

Record 2
22
Properties=species:S:1:pos:R:3 method="wB97M-V/def2-TZVPD" gap_ev=10.04 homo_ev=-9.84 smiles=C[C@H](O)CCO.O.O
C -0.61 0.04 -1.47
O -0.80 0.50 -2.81
C -0.98 1.11 -0.53
C -0.67 0.73 0.93
C -1.54 -0.34 1.50
O -0.70 1.92 1.64
H 0.36 -0.40 -1.28
H -1.39 -0.79 -1.45
H -0.15 1.13 -2.92
H -2.15 1.28 -0.63
H -0.63 2.17 -0.75
H 0.38 0.37 0.80
H -1.35 -0.09 2.57
H -1.59 -1.35 1.45
H -2.57 -0.29 0.98
H -1.35 1.79 2.29
H 1.34 -0.97 1.42
H 2.68 -1.62 1.19
O 2.21 -1.18 1.89
H 2.63 -2.45 -2.01
H 3.03 -2.18 -0.61
O 2.23 -1.96 -1.17